The following is a quantum chemistry calculation of the ion C4H13N2 with charge +1 in a non-equilibrium geometry, from the Open Molecules 2025 dataset.

Its spin multiplicity is 1. The energy above the lowest of the compared OMol25 structures with the same formula, charge and spin is 205.3 kJ/mol. The net charge is +1. The SMILES is CNCC[NH2+]C. As for the molar mass: 89.16 u. The HOMO-LUMO gap comes out at 0.383 Eh. For the LUMO energy, the calculation gives -3.137 eV.

Each line ends with the Löwdin charge.
Geometry (Å):
1 C 0.31796 0.60432 -0.98092  -0.128
2 N 1.28195 -0.02542 0.10689  -0.007
3 C 2.40422 0.86947 0.68375  0.007
4 C -1.12044 0.60083 -0.45692  -0.190
5 N -1.33337 -0.45159 0.63758  -0.169
6 C -1.90652 -1.69345 0.16815  -0.112
7 H 0.30132 0.14012 -1.98880  0.120
8 H 0.71142 1.64555 -1.36147  0.160
9 H 1.77047 -0.89462 -0.34039  0.210
10 H 3.08203 1.29845 -0.10055  0.118
11 H 2.88414 0.30821 1.43928  0.080
12 H 1.95758 1.74874 1.11553  0.089
13 H -1.73750 0.53936 -1.40399  0.135
14 H -1.39574 1.61440 -0.01362  0.136
15 H 0.57153 -0.31041 0.86450  0.150
16 H -1.72970 -0.04109 1.47405  0.115
17 H -2.83819 -1.50304 -0.40039  0.091
18 H -2.15140 -2.34212 1.02942  0.096
19 H -1.06978 -2.10770 -0.47211  0.100